Formula: C7HCl4N2O2
Source: the Open Molecules 2025 dataset
Level of theory: ωB97M-V/def2-TZVPD

Cartesian coordinates (Å):
Cl1 -1.5077 2.6796 -0.3588
C1 -0.5162 1.4429 0.3324
C2 -1.0915 0.4389 1.0634
Cl2 -2.7782 0.4684 1.3950
C3 -0.3298 -0.6804 1.5367
O1 -0.8449 -1.5651 2.1970
C4 1.1057 -0.7357 1.1748
O2 1.8015 -1.6876 1.4836
C5 1.6447 0.3653 0.4335
Cl3 3.3025 0.2979 -0.0164
C6 0.8661 1.4189 0.0419
Cl4 1.5694 2.7119 -0.8593
N1 -0.8000 -1.6230 -1.3834
C7 -0.7125 -0.8559 -2.3591
N2 -0.6303 -0.1101 -3.2835
H1 -1.0788 -2.5661 -1.3979

Force components x, y, z for each atom (eV/Å):
Cl 0.3 -0.2 0.3
C -2.4 -0.6 0.6
C -0.7 2.1 -1.2
Cl 0.3 -0.2 0.1
C -1.5 -1.8 0.9
O 0.6 0.5 -0.2
C 1.6 -1.8 0.0
O -0.6 0.5 0.1
C 0.2 1.9 -1.3
Cl -0.1 -0.1 0.2
C 2.3 -0.7 -0.4
Cl -0.3 -0.2 0.2
N 0.5 0.2 3.3
C -0.1 1.3 -3.1
N 0.1 -0.2 0.9
H -0.3 -0.9 -0.5

The calculation puts the total energy at -64439.522 eV. Its multiplicity is 1. The calculation puts the LUMO energy at 0.769 eV. Its total charge is -1. The calculation puts the HOMO energy at -0.13442 Ha.

And the Mulliken charges, in e, turn out to be: atom 1 (Cl): -0.184, atom 2 (C): 0.201, atom 3 (C): 0.366, atom 4 (Cl): -0.183, atom 5 (C): 0.193, atom 6 (O): -0.601, atom 7 (C): 0.376, atom 8 (O): -0.603, atom 9 (C): 0.355, atom 10 (Cl): -0.186, atom 11 (C): 0.215, atom 12 (Cl): -0.187, atom 13 (N): -0.535, atom 14 (C): 0.382, atom 15 (N): -0.718, atom 16 (H): 0.110

Formula: C34H49Br24N2O6S2
Source: the Open Molecules 2025 dataset
Level of theory: ωB97M-V/def2-TZVPD

Cartesian coordinates (Å):
C1 1.6289 0.2153 1.7807
C2 3.0820 0.3030 1.3417
C3 3.7683 -1.0792 1.3053
C4 3.8205 1.0862 2.4605
C5 3.3040 1.1208 0.0676
C6 2.4052 0.8800 -1.1875
C7 2.0170 -0.5765 -1.4344
C8 3.2791 1.3034 -2.3976
C9 1.1629 1.7790 -1.2531
C10 1.2859 3.1351 -1.0395
C11 0.2542 4.0135 -1.0735
C12 -1.0742 3.5304 -1.3762
O1 -2.2294 4.3414 -1.4442
C13 -2.7666 4.5323 -0.1351
C14 -3.6873 3.3883 0.2636
O2 -4.0842 3.5097 1.6330
C15 -4.8489 2.3541 2.0190
C16 -4.0450 1.3045 2.7495
S1 -3.5225 0.0574 1.5550
O3 -2.2133 0.5025 1.1375
O4 -4.4934 0.0730 0.4682
N1 -3.5398 -1.3006 2.4133
S2 -3.3205 -2.6341 1.5179
O5 -2.7377 -2.4167 0.2101
O6 -2.5333 -3.5627 2.3116
C17 -4.9064 -3.4640 1.3442
C18 -5.3763 -3.6334 -0.1138
C19 -6.8906 -3.4291 -0.2566
C20 -7.3737 -2.8501 -1.6048
N2 -6.4959 -1.8916 -2.2453
C21 -6.4025 -0.5894 -1.9271
C22 -5.4574 -0.0499 -2.7536
C23 -4.9894 -1.0746 -3.5834
C24 -5.6589 -2.2216 -3.2533
C25 -1.1867 2.1850 -1.5747
C26 -0.1032 1.3269 -1.5054
H1 1.0629 1.0905 1.4974
H2 1.6209 0.1922 2.8714
H3 1.1463 -0.6986 1.4781
H4 4.1240 -1.3680 2.2877
H5 3.0478 -1.7976 0.9199
H6 4.5726 -1.0478 0.5723
H7 4.8678 1.1778 2.1567
H8 3.7749 0.5169 3.3836
H9 3.4062 2.0850 2.5751
H10 3.1557 2.1628 0.3457
H11 4.3400 1.0183 -0.2606
H12 1.6323 -0.6549 -2.4510
H13 1.2253 -0.9322 -0.7818
H14 2.8706 -1.2404 -1.3284
H15 3.8337 2.2164 -2.1939
H16 2.7128 1.3379 -3.3233
H17 4.0334 0.5206 -2.5105
H18 2.2616 3.5296 -0.7935
H19 0.4002 5.0569 -0.8748
H20 -3.3794 5.4340 -0.1345
H21 -1.9722 4.7027 0.5930
H22 -3.2204 2.4181 0.1292
H23 -4.5657 3.4514 -0.3894
H24 -5.6247 2.7421 2.6805
H25 -5.3520 1.9302 1.1548
H26 -3.1410 1.7704 3.1268
H27 -4.5571 0.8773 3.6047
H28 -4.7960 -4.4345 1.8215
H29 -5.6441 -2.8671 1.8720
H30 -5.1789 -4.6731 -0.3702
H31 -4.7786 -3.0367 -0.7959
H32 -7.3185 -2.8493 0.5570
H33 -7.3468 -4.4181 -0.1890
H34 -7.6422 -3.6283 -2.3108
H35 -8.3031 -2.3194 -1.3980
H36 -6.9801 -0.1226 -1.1558
H37 -5.1486 0.9765 -2.7163
H38 -4.2303 -0.9735 -4.3360
H39 -5.5359 -3.2007 -3.6688
H40 -2.1690 1.7881 -1.7708
H41 -0.3102 0.2815 -1.6543
C27 -0.9019 7.3589 -3.5893
Br1 -0.5477 5.5221 -3.1353
Br2 -0.0954 8.5708 -2.3232
Br3 -0.4009 7.7994 -5.4077
H42 -1.9711 7.4877 -3.5136
C28 7.2638 -2.9813 1.5039
Br4 6.9023 -2.7614 3.3818
Br5 5.8129 -3.8574 0.5975
Br6 7.7311 -1.3085 0.6687
H43 8.1243 -3.6261 1.4197
C29 0.0614 5.8946 -8.7304
Br7 1.6019 4.7727 -8.4757
Br8 0.5544 7.7488 -8.8952
Br9 -1.0094 5.3113 -10.2214
H44 -0.5487 5.8068 -7.8421
C30 10.6960 -5.3548 2.3784
Br10 10.5338 -5.0042 4.2680
Br11 9.1567 -6.2945 1.7054
Br12 11.0371 -3.7422 1.3885
H45 11.5481 -6.0050 2.2496
C31 -5.6696 -8.1230 0.9143
Br13 -6.5827 -7.6581 -0.7191
Br14 -4.7786 -9.8270 0.7626
Br15 -4.4695 -6.7328 1.4794
H46 -6.4236 -8.2281 1.6794
C32 7.4315 -5.9776 6.2696
Br16 8.0876 -7.2571 7.5523
Br17 6.0388 -6.7166 5.1688
Br18 6.8782 -4.3426 7.1188
H47 8.2457 -5.7323 5.6082
C33 12.3130 -1.6969 5.3157
Br19 11.5346 -1.4370 7.0562
Br20 11.6758 -0.4003 4.0479
Br21 14.2380 -1.7345 5.3922
H48 11.9903 -2.6661 4.9652
C34 -6.2497 7.3121 -2.5925
Br22 -4.4090 7.8407 -2.7937
Br23 -7.0097 6.7381 -4.2661
Br24 -6.4509 5.9793 -1.2203
H49 -6.7981 8.1859 -2.2754

Force components x, y, z for each atom (eV/Å):
C 0.3 -0.1 0.6
C 0.8 0.3 1.0
C -0.9 0.5 -1.0
C 0.3 -0.2 -0.9
C -0.9 -0.2 -0.4
C 0.1 0.3 -0.6
C -0.1 0.1 0.1
C 0.4 -0.8 0.4
C 0.4 -0.6 0.6
C 1.2 0.5 0.4
C -2.5 -0.1 0.2
C 1.0 0.3 0.6
O 0.7 -0.8 1.1
C -0.5 0.2 0.6
C 0.1 0.0 0.2
O 0.0 -0.3 -0.5
C -0.5 1.1 0.5
C 0.3 -0.1 -0.1
S 0.0 -0.2 -0.1
O 0.6 0.0 0.1
O -0.3 -0.2 0.3
N -0.2 0.1 -1.0
S 1.9 -0.6 0.6
O -0.7 0.4 -0.1
O -0.5 -0.1 0.5
C -0.6 0.6 -0.7
C -0.1 -0.4 0.5
C 0.1 -0.3 -0.6
C -0.4 0.5 0.6
N -1.3 -1.9 0.6
C 0.4 0.6 -0.3
C -0.1 0.7 0.3
C 0.5 0.1 -0.6
C 0.7 0.7 -0.4
C -0.7 -0.1 -0.3
C -0.3 -0.7 -0.3
H -0.3 0.1 -0.3
H -0.2 -0.1 0.1
H -0.4 -0.1 -0.4
H 0.1 -0.2 0.1
H 0.1 -0.4 0.2
H 0.4 -0.1 0.2
H 0.1 0.1 0.2
H 0.0 0.1 0.2
H -0.1 0.1 0.2
H 0.2 0.1 0.0
H 0.1 -0.1 0.1
H 0.0 -0.2 -0.1
H 0.0 0.0 0.2
H 0.2 0.0 -0.1
H -0.2 0.3 -0.2
H -0.1 0.3 -0.1
H 0.1 0.0 -0.1
H 0.1 0.2 0.0
H 0.2 0.1 0.3
H 0.1 0.2 -0.3
H 0.1 -0.2 0.1
H 0.2 -0.1 -0.2
H -0.1 -0.2 0.0
H 0.0 0.0 0.1
H 0.0 -0.1 -0.1
H 0.2 -0.1 0.0
H -0.3 -0.3 -0.2
H 0.0 0.6 0.2
H 0.1 0.0 0.3
H 0.2 -0.1 -0.3
H -0.1 0.4 0.1
H 0.2 0.3 0.1
H -0.3 0.0 0.2
H 0.3 -0.2 -0.2
H -0.2 0.0 -0.1
H -0.1 -0.1 0.3
H 0.2 0.2 -0.1
H 0.1 -0.1 -0.1
H -0.3 -0.3 0.2
H -0.2 -0.2 0.0
H 0.0 -0.2 0.0
C 0.0 -0.4 -0.2
Br 0.4 1.7 -1.8
Br 0.0 0.0 0.0
Br 0.0 0.1 0.1
H 0.1 0.1 -0.1
C -0.1 0.1 0.0
Br 0.0 0.0 0.0
Br 0.1 -0.1 0.0
Br 0.0 0.0 0.0
H 0.0 0.0 0.0
C 0.0 0.0 0.0
Br 0.0 0.0 0.0
Br 0.0 0.0 0.0
Br 0.0 0.0 0.0
H 0.0 0.0 0.0
C 0.0 -0.1 -0.1
Br 0.0 0.0 0.0
Br 0.0 0.1 0.1
Br 0.0 0.0 0.1
H 0.0 0.0 0.0
C 0.1 0.1 0.1
Br 0.0 0.0 0.0
Br 0.0 0.0 0.0
Br 0.1 -0.6 -0.1
H 0.0 0.0 0.0
C -0.2 0.0 0.0
Br 0.0 0.0 -0.1
Br 0.0 0.0 0.0
Br 0.0 0.0 0.0
H 0.1 0.0 0.0
C 0.0 0.0 0.0
Br 0.0 0.0 -0.1
Br 0.0 0.0 0.0
Br 0.0 0.0 0.0
H 0.0 0.0 0.0
C 0.0 -0.1 0.0
Br -0.1 0.0 0.1
Br 0.0 0.0 0.0
Br 0.0 0.0 -0.1
H 0.0 0.0 0.0

The calculation puts the total energy at -1754004.912 eV. Its multiplicity is 1. The calculation puts the LUMO energy at 0.536 eV. Its total charge is -1. The calculation puts the HOMO energy at -0.20952 Ha.

Atom charges from the Mulliken analysis, given in e for atoms 1 to 99: atom 1 (C): -2.132, atom 2 (C): 3.005, atom 3 (C): -1.727, atom 4 (C): -2.074, atom 5 (C): -1.895, atom 6 (C): 3.490, atom 7 (C): -2.577, atom 8 (C): -2.061, atom 9 (C): -0.403, atom 10 (C): -0.586, atom 11 (C): -0.935, atom 12 (C): -0.102, atom 13 (O): -0.184, atom 14 (C): -0.911, atom 15 (C): 1.548, atom 16 (O): -0.560, atom 17 (C): -0.472, atom 18 (C): -0.893, atom 19 (S): 0.784, atom 20 (O): -0.467, atom 21 (O): -0.407, atom 22 (N): -0.668, atom 23 (S): 1.355, atom 24 (O): -0.646, atom 25 (O): -0.796, atom 26 (C): -1.004, atom 27 (C): 0.131, atom 28 (C): -0.751, atom 29 (C): -1.093, atom 30 (N): 0.206, atom 31 (C): -0.355, atom 32 (C): -0.307, atom 33 (C): -0.807, atom 34 (C): -0.352, atom 35 (C): -1.275, atom 36 (C): 0.330, atom 37 (H): 0.318, atom 38 (H): 0.442, atom 39 (H): 0.374, atom 40 (H): 0.355, atom 41 (H): 0.323, atom 42 (H): 0.304, atom 43 (H): 0.411, atom 44 (H): 0.516, atom 45 (H): 0.457, atom 46 (H): 0.156, atom 47 (H): 0.549, atom 48 (H): 0.622, atom 49 (H): 0.347, atom 50 (H): 0.341, atom 51 (H): 0.384, atom 52 (H): 0.363, atom 53 (H): 0.570, atom 54 (H): 0.388, atom 55 (H): 0.762, atom 56 (H): 0.305, atom 57 (H): 0.344, atom 58 (H): -0.846, atom 59 (H): -0.023, atom 60 (H): 0.419, atom 61 (H): 0.260, atom 62 (H): 0.389, atom 63 (H): 0.430, atom 64 (H): 0.017, atom 65 (H): 0.425, atom 66 (H): 0.230, atom 67 (H): 0.347, atom 68 (H): 0.568, atom 69 (H): 0.224, atom 70 (H): 0.398, atom 71 (H): 0.377, atom 72 (H): 0.328, atom 73 (H): 0.502, atom 74 (H): 0.411, atom 75 (H): 0.377, atom 76 (H): 0.657, atom 77 (H): 0.474, atom 78 (C): 0.449, atom 79 (Br): 0.186, atom 80 (Br): -0.055, atom 81 (Br): -0.034, atom 82 (H): -0.535, atom 83 (C): 0.352, atom 84 (Br): 0.088, atom 85 (Br): -0.002, atom 86 (Br): -0.014, atom 87 (H): -0.390, atom 88 (C): -0.172, atom 89 (Br): 0.007, atom 90 (Br): -0.046, atom 91 (Br): -0.023, atom 92 (H): 0.191, atom 93 (C): -0.334, atom 94 (Br): -0.059, atom 95 (Br): -0.026, atom 96 (Br): -0.015, atom 97 (H): 0.410, atom 98 (C): -0.340, atom 99 (Br): -0.059